222
Properties=species:S:1:pos:R:3:forces:R:3:lowdin_charge:R:1 method="wB97M-V/def2-TZVPD" gap_ev=9.16 e_homo_ev=-8.595 largest_force_ev_per_a=3.19 lumo_ha=0.021 e_above_lowest_ev=0.000
N 10.5005 -16.6099 -17.1326 0.5 1.3 -1.0 0.037
H 15.2530 -18.8726 -11.9773 -1.3 -1.1 -1.7 0.031
C 16.1606 -14.9881 -18.6434 0.8 0.6 0.0 -0.156
H 11.2449 -12.4350 -13.2211 0.9 0.0 -0.1 0.105
C 22.9973 -21.1731 -13.4181 -1.0 0.4 -2.2 -0.163
H 15.5070 -13.0535 -9.5346 -0.4 -0.4 -0.6 0.093
C 11.6039 -14.9598 -13.6826 1.2 0.7 -0.3 -0.194
H 27.4488 -17.0431 -17.2638 -0.6 -0.1 0.0 0.072
H 17.6036 -20.1242 -12.0862 0.5 -0.2 -0.2 0.130
C 22.3445 -17.7235 -19.5673 -1.0 -0.1 -0.3 -0.128
H 20.4043 -11.9730 -16.2493 0.6 -0.5 0.5 0.078
H 21.5150 -16.6113 -15.1175 -0.4 0.4 0.5 0.033
C 13.3394 -16.7851 -13.3658 -0.5 -0.9 0.1 -0.042
H 18.5354 -21.3183 -10.2256 0.5 0.0 0.5 0.132
H 23.0922 -14.4995 -15.7437 -0.2 -0.1 -0.2 0.029
H 13.9180 -21.5787 -10.9105 -0.6 0.4 -0.4 0.089
C 25.8007 -15.6163 -18.7380 1.2 -1.3 0.8 -0.033
H 23.3132 -12.6298 -17.4862 -0.6 -0.2 -0.3 0.131
H 19.0373 -23.8315 -18.0147 -0.7 0.1 -0.4 0.065
H 19.6733 -20.1395 -18.5837 -0.4 -0.7 0.3 0.125
C 13.7864 -22.5833 -13.4951 1.0 -1.7 -0.8 -0.181
H 13.8785 -19.5104 -16.2394 -0.1 -0.2 0.0 0.074
C 17.2623 -14.0537 -14.7388 -1.5 0.3 0.3 -0.040
H 20.5819 -13.2929 -14.9695 0.7 0.8 -1.0 0.087
O 20.0112 -21.9890 -17.6882 0.3 -1.1 -0.8 -0.223
H 23.3218 -19.0961 -13.0020 -0.3 -0.5 -0.8 0.125
H 18.7639 -15.9659 -11.1572 0.2 -0.4 0.0 0.031
H 25.7172 -19.6106 -12.6797 0.6 0.4 0.4 0.055
O 12.5047 -14.0818 -13.0216 0.5 0.6 1.1 -0.240
O 15.2332 -13.9631 -13.4483 0.4 0.1 0.2 -0.129
C 16.3625 -12.6526 -18.3075 0.7 0.5 2.0 -0.162
C 21.0169 -18.3482 -10.3825 -0.6 -0.4 -1.3 -0.064
H 21.1505 -19.2242 -9.7143 0.1 0.7 -0.4 0.083
C 24.4973 -19.6070 -14.7304 0.6 -0.1 -0.5 -0.050
H 19.7916 -12.4933 -18.7751 0.0 0.3 0.4 0.073
H 12.9965 -23.3582 -13.3076 0.3 0.7 -0.1 0.144
H 17.0923 -16.9614 -21.3618 0.1 -0.4 -0.4 0.059
O 21.8502 -20.7666 -14.2228 0.6 -0.6 0.7 -0.211
H 26.4359 -15.8204 -19.5783 -0.2 -0.8 -1.0 0.074
H 20.1845 -21.3294 -15.1601 0.3 -0.5 0.3 0.072
O 26.6003 -16.4654 -13.6939 -0.2 -0.3 -1.1 -0.197
O 16.6586 -13.7095 -19.1083 -0.5 -2.3 -1.2 -0.181
H 16.9256 -17.3706 -17.7002 -0.3 0.0 -1.3 0.060
H 16.7160 -17.9946 -11.6205 -0.7 0.2 0.2 0.081
H 21.6702 -16.8929 -19.8057 -0.7 -0.9 -0.5 0.100
H 11.3784 -18.1959 -14.0185 0.3 -0.4 0.1 0.041
C 25.8295 -15.3711 -14.1115 -1.0 0.5 -0.3 -0.199
C 19.6167 -17.0744 -15.4813 -0.9 -0.2 1.4 -0.422
H 14.6537 -23.4569 -16.5110 -0.1 -0.3 -0.2 0.089
N 17.4544 -20.7331 -16.8684 0.7 1.1 -0.3 0.082
H 18.6374 -23.5609 -11.0675 -0.7 -0.2 -0.1 0.081
N 16.6143 -17.4231 -18.7057 1.7 0.8 1.4 0.048
H 18.9306 -18.2614 -10.0460 -0.3 0.3 -0.3 0.122
H 13.7990 -16.4351 -14.2804 0.0 0.4 -0.3 0.053
H 17.4871 -15.0164 -14.3016 0.1 -0.3 0.2 0.058
H 26.5276 -15.0806 -18.1680 0.1 1.0 0.9 0.061
H 16.5559 -21.6925 -8.9408 -0.4 1.0 1.3 0.048
H 25.2660 -15.6325 -15.0130 0.1 -0.7 0.1 0.096
N 22.3552 -14.8545 -16.3607 -0.6 0.6 -0.3 0.046
H 21.8690 -18.4938 -18.9022 0.3 0.6 -0.3 0.088
H 15.8948 -15.1758 -12.1016 0.1 0.1 -0.7 0.032
H 19.8824 -18.4114 -5.7783 0.1 -0.6 0.6 0.074
O 14.0710 -22.5039 -14.9230 -0.7 0.0 1.7 -0.200
H 15.2678 -18.0217 -10.5067 0.2 0.4 0.3 0.093
H 10.6960 -16.6752 -16.1354 0.0 0.3 0.0 0.007
H 17.4840 -19.6978 -16.9565 -0.2 -0.7 0.2 0.056
H 25.1634 -20.4298 -15.0972 -0.5 0.6 0.2 0.104
H 16.1355 -21.0531 -11.9395 -0.4 -0.1 -0.2 0.108
H 16.4437 -15.0724 -17.5832 -0.1 -0.1 0.0 0.104
H 21.5273 -22.3823 -15.5320 0.1 0.0 0.4 0.083
H 12.6591 -20.1140 -17.3621 -1.0 -0.3 -0.2 0.070
H 15.2563 -14.7840 -15.2739 0.2 -0.4 -0.6 0.092
N 19.6701 -16.4361 -11.1097 -0.1 -0.9 1.4 0.073
H 18.5519 -18.8637 -14.8098 0.6 -1.6 0.1 0.100
H 15.2626 -13.0520 -15.2516 0.6 0.4 -0.4 0.104
H 24.1905 -13.1193 -13.8270 0.3 0.6 0.1 0.068
H 22.0127 -12.2550 -15.4522 -0.1 0.2 0.1 0.062
C 16.9963 -20.5463 -19.3372 0.9 0.6 -0.6 -0.072
H 20.7159 -22.5080 -13.9256 0.0 -0.3 0.5 0.071
C 18.0032 -22.8563 -11.6360 0.9 0.4 0.9 -0.046
C 21.1020 -12.7252 -15.8140 -1.2 -1.8 -0.3 -0.047
H 20.5580 -23.8850 -17.2859 0.4 0.0 -0.7 0.080
H 10.1035 -17.6776 -19.5318 -0.3 -0.1 0.3 0.073
H 27.6855 -17.3019 -12.1859 -0.3 0.9 -0.5 0.109
H 20.7057 -14.2486 -17.4692 -0.1 0.4 0.5 0.122
H 14.7127 -22.9397 -12.9832 -0.5 0.1 -0.2 0.124
H 11.8102 -14.9136 -14.7656 -0.5 0.1 0.1 0.134
N 12.3151 -20.6521 -13.8310 -0.5 0.1 -0.4 0.048
H 22.8708 -14.0021 -13.4263 1.2 -0.2 -0.5 0.106
C 20.0146 -23.3889 -18.1037 0.8 0.6 0.6 -0.080
C 16.3752 -16.3268 -20.8717 0.7 1.6 1.0 -0.041
C 15.3561 -13.7462 -10.3963 0.1 0.5 1.1 -0.081
C 19.7775 -16.9620 -8.6516 0.2 2.3 0.4 -0.237
C 15.7110 -13.9292 -14.7883 0.5 -0.4 0.4 -0.260
C 19.2504 -21.1769 -18.5759 0.5 -0.1 -0.1 -0.215
C 23.9047 -19.9734 -13.3852 -1.1 1.6 0.0 -0.506
O 17.3794 -17.5562 -15.7293 -0.4 0.5 0.2 -0.243
C 25.4410 -16.8473 -17.8678 0.1 -0.1 -1.2 -0.417
O 16.4886 -19.6725 -10.4825 -1.3 1.0 0.4 -0.168
H 22.7401 -15.4383 -17.1003 0.1 0.2 0.0 0.046
H 18.7159 -22.5510 -12.4075 -0.5 0.4 -0.3 0.061
O 13.6750 -18.3711 -17.9372 0.6 -1.2 -0.8 -0.222
H 12.4236 -20.8870 -14.8230 0.5 0.1 0.4 0.056
H 22.7249 -18.2554 -20.4594 -0.2 0.3 0.1 0.097
H 16.4028 -19.0068 -14.7891 -0.4 -0.9 0.4 0.078
H 20.9422 -12.4908 -20.0936 -0.3 0.2 0.1 0.091
H 14.2694 -13.9919 -13.4895 -0.3 -0.3 0.3 0.032
H 17.3119 -20.8781 -20.3409 0.2 -0.5 0.4 0.079
H 19.8545 -16.8743 -12.0069 -0.1 0.2 -0.1 0.022
C 19.7464 -17.5222 -10.0443 0.8 -0.2 -1.7 -0.404
H 12.8919 -20.1272 -11.2533 0.1 -0.3 0.0 0.082
O 23.3319 -16.9943 -18.9506 0.3 1.4 0.6 -0.221
H 16.4050 -15.4035 -9.4708 0.1 0.5 -0.2 0.118
C 11.8772 -16.3636 -13.2400 0.1 -0.8 0.1 -0.422
H 11.4497 -18.8378 -19.5780 0.0 1.0 0.3 0.094
H 17.7403 -14.0115 -15.7010 0.1 0.1 -0.5 0.044
H 16.3647 -15.3346 -21.3840 0.0 -0.7 0.3 0.083
H 16.6393 -11.7801 -18.8289 0.2 1.2 -0.7 0.074
H 16.9921 -12.6759 -17.3935 -0.2 0.0 -0.1 0.081
H 12.2075 -21.7519 -11.3595 -0.7 -0.5 0.3 0.066
C 20.6011 -11.9023 -19.2178 0.9 -0.9 -0.7 -0.111
C 17.7788 -21.2313 -18.2203 -0.5 -0.8 -0.7 -0.441
C 18.4369 -17.8157 -14.8384 0.6 1.8 -0.6 -0.190
N 11.1435 -17.2269 -14.1579 -2.8 0.0 -0.1 0.019
H 19.0807 -17.5099 -17.5788 -0.2 0.4 0.4 0.070
H 13.3490 -17.8990 -13.4580 0.2 0.7 0.4 0.080
H 24.9757 -15.0039 -19.0037 -0.7 0.4 -0.1 0.057
H 14.1949 -20.5624 -13.2517 1.9 0.9 -0.1 0.089
N 24.9323 -20.1802 -12.4540 1.1 -1.2 2.2 0.039
H 26.4250 -14.5268 -14.5346 0.1 -0.1 1.1 0.135
C 12.3429 -12.6739 -13.2701 -2.2 -1.3 -1.4 -0.062
H 15.3025 -13.1765 -11.3214 0.3 0.0 0.1 0.059
H 20.7671 -17.1077 -17.2733 -0.7 -0.3 0.4 0.075
H 24.0171 -18.5887 -17.9875 0.8 0.2 0.2 0.129
H 13.0093 -17.2605 -16.3955 -0.2 0.3 0.6 0.100
H 23.7100 -19.4319 -15.4444 -0.4 -0.2 -0.4 0.061
H 10.7586 -15.6472 -17.4740 -0.4 -1.2 0.6 0.093
H 20.9892 -18.6792 -11.4736 -0.5 -0.1 1.3 0.080
H 15.8315 -17.3894 -14.3687 -0.2 0.0 -0.2 0.080
N 23.8289 -14.0504 -13.8500 -1.2 -0.4 0.6 0.016
H 21.1428 -17.9437 -14.3284 -0.7 0.0 -0.2 0.070
C 13.6091 -19.6391 -17.2962 1.4 0.7 0.3 -0.076
H 20.4395 -23.6099 -19.1457 -0.4 0.6 1.5 0.113
C 13.4322 -21.2292 -13.0118 -2.8 0.1 -0.5 -0.441
C 24.7026 -14.9933 -13.0956 0.1 1.2 -1.5 -0.403
H 15.3756 -16.7641 -20.9061 0.1 0.0 0.1 0.071
N 26.6361 -17.6155 -17.4996 -0.1 -0.6 0.6 0.048
H 20.2098 -16.6914 -6.0738 -0.2 -0.7 -0.5 0.102
H 10.0725 -17.1931 -14.0397 2.2 0.2 0.0 0.132
H 19.4008 -21.5822 -19.5800 -0.1 0.2 -0.2 0.114
C 15.8739 -18.5805 -11.2049 2.6 0.3 1.9 -0.064
N 16.7116 -22.3288 -9.6670 0.6 -0.7 -1.4 0.065
C 23.8657 -16.2116 -12.8191 0.5 -0.5 2.4 -0.056
H 22.5935 -13.5536 -18.8383 0.0 -0.2 -0.3 0.106
H 21.8813 -17.7143 -10.4629 0.6 0.4 0.8 0.049
H 15.3444 -12.5282 -17.9587 -0.7 -0.4 -0.2 0.084
H 13.2361 -16.4910 -17.9930 -0.4 0.3 0.3 0.122
C 24.4260 -17.7400 -18.5812 0.8 -1.2 0.0 -0.227
C 13.0849 -21.1711 -11.5351 1.3 0.3 0.0 -0.042
H 20.2408 -10.9467 -19.5706 -0.1 0.2 0.1 0.083
H 11.0642 -18.5682 -17.3892 0.3 0.5 0.6 0.132
C 21.0548 -21.8377 -14.6984 -0.4 1.2 -1.1 -0.106
H 24.6281 -20.0863 -11.4645 0.5 0.1 -1.2 0.104
H 15.6372 -17.5917 -18.6679 -1.2 -0.3 -0.1 0.037
C 16.8824 -16.1473 -19.3882 -2.0 -0.2 -0.5 -0.379
N 20.7474 -17.0233 -14.5635 1.2 -0.2 -0.4 0.066
H 15.0433 -15.0170 -18.6925 0.7 -0.1 -0.3 0.129
H 17.0801 -23.3006 -12.0201 0.4 -0.1 -0.1 0.072
H 20.1056 -18.6626 -16.9097 0.3 -1.1 0.6 0.057
H 23.4742 -22.0325 -13.9094 0.2 0.1 0.1 0.132
C 16.4878 -14.7360 -10.3563 0.6 -0.1 0.5 -0.339
C 16.9546 -20.6232 -11.3626 -0.4 0.1 -1.1 -0.275
H 25.0584 -18.6460 -14.7261 -0.1 -0.6 0.4 0.070
H 19.2648 -16.0399 -15.6331 0.2 -0.2 0.3 0.127
H 13.9216 -16.4400 -12.5231 0.3 -0.1 0.2 0.071
H 17.4437 -22.2835 -18.3059 0.4 0.1 0.5 0.126
H 18.5838 -17.3566 -6.3180 -0.1 -0.1 -0.2 0.085
H 14.4231 -14.2877 -10.2947 -0.4 0.0 0.2 0.076
H 17.3123 -19.4801 -19.3736 -1.2 -0.4 0.3 0.061
H 14.3773 -20.2722 -17.7634 -0.3 0.2 0.2 0.083
C 27.1565 -16.3393 -12.4350 1.4 -1.4 0.5 -0.134
O 21.7393 -11.6921 -18.3927 -0.1 -1.0 0.4 -0.209
H 11.6616 -17.0753 -19.8202 0.8 0.6 -0.8 0.059
C 14.2574 -23.7498 -15.5370 0.9 1.4 -1.4 -0.118
H 13.3792 -24.3270 -15.7056 -1.0 -0.4 0.2 0.077
O 16.5329 -15.5533 -11.4870 -0.4 -0.7 -0.6 -0.121
H 24.4899 -17.0593 -12.4339 -0.5 0.6 -0.5 0.082
H 22.6753 -21.4612 -12.4421 -0.3 -0.2 0.9 0.113
C 19.8740 -17.6249 -16.8300 1.4 0.7 -2.4 -0.055
C 11.1441 -17.8100 -19.2555 -0.3 -0.5 -0.2 -0.056
C 22.3603 -12.9424 -17.9720 -0.2 1.1 0.7 -0.186
H 10.5925 -14.7068 -13.4141 -0.7 0.4 -0.3 0.125
H 24.8911 -18.1529 -19.4850 0.2 -0.2 0.0 0.130
C 11.3810 -17.5767 -17.7730 -0.9 -1.8 0.1 -0.466
H 26.4311 -16.2592 -11.6561 -0.7 0.5 0.6 0.066
H 17.6650 -13.2792 -14.0894 0.1 0.1 0.0 0.084
H 12.6809 -12.5332 -14.3035 0.0 0.6 0.1 0.091
H 23.0796 -16.0460 -12.0394 0.5 0.1 -0.7 0.096
H 11.3800 -21.0086 -13.6464 0.3 -0.2 0.7 0.074
H 17.9559 -15.9610 -19.3581 0.0 0.1 -0.1 0.128
H 27.8772 -15.5273 -12.3969 0.1 0.3 0.2 0.092
H 18.7832 -16.4830 -8.4248 0.6 -0.3 -0.2 0.119
H 20.5499 -16.0590 -8.5633 -1.1 -2.0 0.0 0.163
C 21.5292 -13.7473 -16.9328 0.9 0.3 0.3 -0.395
H 15.0308 -24.3430 -15.1098 0.6 -0.6 0.9 0.075
C 16.1854 -18.0319 -15.1821 -0.6 0.0 -0.8 -0.092
H 15.9342 -20.7943 -19.3240 -0.1 0.7 0.4 0.067
C 17.6265 -21.7253 -10.6472 0.3 -1.4 -0.5 -0.430
H 18.2432 -17.4923 -13.8057 -0.2 0.4 -0.2 0.120
H 12.8571 -12.0432 -12.5779 0.6 -0.1 0.5 0.083
H 18.2336 -20.9454 -16.2140 -0.7 -0.1 -0.7 0.061
H 26.5016 -18.3322 -16.7452 0.0 1.2 -1.0 0.082
H 11.5307 -16.4706 -12.1979 0.3 0.0 -0.1 0.146
H 15.4799 -18.1403 -16.0338 0.1 0.3 0.8 0.085
H 25.1020 -14.4536 -12.2413 0.1 -0.4 0.5 0.128
C 19.6460 -17.6000 -6.4292 0.3 1.0 0.5 -0.135
H 23.3962 -16.4608 -13.7345 -0.6 -0.6 -0.9 0.051
C 12.8420 -17.3639 -17.4579 0.3 0.1 -0.4 -0.219
H 17.4501 -14.2252 -10.3259 0.1 0.3 0.4 0.106
H 17.1484 -23.1608 -9.2889 -0.1 0.0 0.1 0.072
H 24.8884 -16.4157 -17.0671 -0.3 0.3 1.4 0.087
O 19.9855 -18.0091 -7.7216 0.1 0.7 -0.4 -0.185